(1)
One molecule with the formula C11H9NOS2 in a non-equilibrium geometry. Source: the OMol25 dataset; level of theory: wB97M-V/def2-TZVPD.

Geometry (Å):
C 2.89 -0.07 -1.22
C 3.65 0.98 -0.91
C 2.71 1.18 1.21
C 2.10 -0.74 -0.12
C 1.70 0.15 1.07
C 0.54 0.26 1.83
C -0.82 -0.16 1.82
C 1.94 -2.03 -0.20
C -2.89 -0.22 -1.63
C -4.03 0.05 -0.65
C -1.70 -0.26 0.82
N 3.66 1.48 0.36
O 1.73 -3.17 -0.49
S -1.31 0.12 -0.85
S -3.42 -0.56 1.04
H 2.75 -0.48 -2.19
H 4.13 1.40 -1.76
H 2.53 1.69 2.17
H 0.59 0.83 2.65
H -1.44 -0.31 2.83
H -3.05 -1.21 -1.82
H -3.09 0.45 -2.59
H -4.16 1.06 -0.67
H -5.02 -0.44 -0.72

The value obtained for the LUMO energy (spin up / spin down) is 0.336 / -2.306 eV. The highest occupied orbital energy (spin up / spin down) is -5.8 / -8.5 eV. The value obtained for the frontier orbital gap (spin up / spin down) is 0.226 / 0.228 hartree. The charge is 0. Its spin multiplicity is 3.

***

(2)
One molecule with the formula C7H9FINO in a non-equilibrium geometry. Source: the OMol25 dataset; level of theory: wB97M-V/def2-TZVPD.

Geometry (Å):
C -0.20 -2.44 0.04
C 0.16 -1.25 0.53
C -0.94 -2.46 -1.19
C -0.01 -0.04 -0.19
C -1.34 -0.17 -1.04
C -0.04 1.27 0.56
C 1.48 1.54 0.91
N -1.49 -1.46 -1.76
O 1.67 2.64 1.80
F -2.54 0.11 -0.32
I -1.33 1.36 -2.72
H -0.08 -3.44 0.48
H 0.86 -1.16 1.40
H -1.18 -3.46 -1.75
H 0.70 0.04 -0.95
H -0.71 1.10 1.48
H -0.39 2.04 -0.16
H 1.78 0.49 1.45
H 2.09 1.77 0.06
H 1.52 3.51 1.36

The value obtained for the LUMO energy is -0.536 eV. The highest occupied orbital energy is -9.4 eV. As for the relative energy (zero: lowest compared OMol25 entry of this formula, charge and spin): 83.4 kJ/mol. The value obtained for the frontier orbital gap is 0.327 hartree. The charge is 0.

***

(3)
An isolated ion of composition C4H5N2O and charge +1 in a non-equilibrium geometry. Source: the OMol25 dataset; level of theory: wB97M-V/def2-TZVPD.

Geometry (Å):
C -0.69 1.60 -0.03
C -1.30 -1.29 0.01
C 0.48 0.93 -0.57
C 0.92 -0.24 0.29
N -1.63 2.10 0.39
N -0.11 -1.31 0.39
O -2.37 -1.28 -0.35
H 0.26 0.62 -1.59
H 1.30 1.66 -0.62
H 1.81 -0.72 -0.12
H 1.13 0.08 1.32
H 0.21 -2.14 0.89

The value obtained for the LUMO energy is -5.571 eV. The highest occupied orbital energy is -16.3 eV. As for the relative energy (zero: lowest compared OMol25 entry of this formula, charge and spin): 27.7 kJ/mol. The value obtained for the frontier orbital gap is 0.395 hartree. The charge is +1.

***

Number 1: E -36754.7328 eV. Number 2: E -21758.1638 eV. Number 3: E -9247.9630 eV.